Here is a 10-piece molecular cluster, C42H101N3O16 overall from the Open Molecules 2025 dataset. Energies are from wB97M-V/def2-TZVPD.

Properties
- Energy relative to the best compared isomer or geometry (same formula, charge and spin): 0.0 kJ/mol
- HOMO level: -8.3612 eV
- LUMO level: 0.11 eV
- DFT total energy: -82415.209 eV
- Structure (SMILES): CC1(C)CCCC(C)(C)N1O.CC1(C)CCCC(C)(C)N1O.CC1(C)CCCC(C)(C)N1O.CC(C)O.OCCO.OCCO.OCCO.OCCO.OCCO.OCCO

Each atom is followed by the atoms it is bonded to, with distances in Å.
Positions of all 162 atoms, in Å:
1 C -9.23 -1.31 3.43  C2 1.526, H12 1.075, H13 1.119, H14 1.091
2 C -7.87 -0.62 3.51  C1 1.526, C3 1.532, C4 1.503, N10 1.540
3 C -7.63 -0.09 4.92  C2 1.532, H15 1.130, H16 1.088, H17 1.081
4 C -6.77 -1.57 3.10  C2 1.503, C5 1.569, H18 1.108, H19 1.100
5 C -5.46 -0.90 2.56  C4 1.569, C6 1.555, H20 1.091, H21 1.104
6 C -5.72 0.20 1.48  C5 1.555, C7 1.570, H22 1.103, H23 1.108
7 C -6.83 1.25 1.86  C6 1.570, C8 1.517, C9 1.509, N10 1.488
8 C -6.24 2.23 2.85  C7 1.517, H24 1.105, H25 1.092, H26 1.085
9 C -7.27 1.98 0.63  C7 1.509, H27 1.072, H28 1.069, H29 1.092
10 N -7.97 0.49 2.44  C2 1.540, C7 1.488, O11 1.457
11 O -8.94 1.47 2.90  N10 1.457, H30 0.939
12 H -10.06 -0.78 3.85  C1 1.075
13 H -9.50 -1.42 2.35  C1 1.119
14 H -9.10 -2.30 3.87  C1 1.091
15 H -7.84 -0.88 5.70  C3 1.130
16 H -6.63 0.34 4.97  C3 1.088
17 H -8.39 0.66 5.08  C3 1.081
18 H -6.49 -2.30 3.88  C4 1.108
19 H -7.20 -2.22 2.33  C4 1.100
20 H -4.91 -0.51 3.41  C5 1.091
21 H -4.90 -1.77 2.18  C5 1.104
22 H -6.05 -0.24 0.52  C6 1.103
23 H -4.75 0.72 1.37  C6 1.108
24 H -5.44 2.86 2.41  C8 1.105
25 H -5.72 1.83 3.73  C8 1.092
26 H -7.01 2.92 3.20  C8 1.085
27 H -7.72 1.31 -0.07  C9 1.072
28 H -6.43 2.41 0.14  C9 1.069
29 H -8.02 2.77 0.78  C9 1.092
30 H -9.49 1.52 2.14  O11 0.939
31 C 3.64 1.10 -1.91  C32 1.538, H42 1.103, H43 1.119, H44 1.094
32 C 3.53 1.64 -3.35  C31 1.538, C33 1.543, C34 1.535, N40 1.491
33 C 4.91 1.43 -4.01  C32 1.543, H45 1.058, H46 1.081, H47 1.134
34 C 2.39 0.90 -4.05  C32 1.535, C35 1.505, H48 1.100, H49 1.083
35 C 1.04 1.36 -3.56  C34 1.505, C36 1.521, H50 1.088, H51 1.103
36 C 0.86 2.84 -3.84  C35 1.521, C37 1.537, H52 1.077, H53 1.091
37 C 1.89 3.73 -3.14  C36 1.537, C38 1.509, C39 1.519, N40 1.540
38 C 1.96 5.05 -3.87  C37 1.509, H54 1.097, H55 1.131, H56 1.084
39 C 1.64 3.94 -1.65  C37 1.519, H57 1.068, H58 1.086, H59 1.078
40 N 3.25 3.10 -3.47  C32 1.491, C37 1.540, O41 1.457
41 O 4.22 3.85 -2.66  N40 1.457, H60 0.981
42 H 4.56 1.49 -1.44  C31 1.103
43 H 2.75 1.31 -1.27  C31 1.119
44 H 3.79 0.05 -2.16  C31 1.094
45 H 5.34 0.49 -3.75  C33 1.058
46 H 4.77 1.56 -5.07  C33 1.081
47 H 5.66 2.22 -3.67  C33 1.134
48 H 2.50 1.09 -5.12  C34 1.100
49 H 2.54 -0.17 -3.93  C34 1.083
50 H 0.29 0.82 -4.14  C35 1.088
51 H 0.92 1.17 -2.48  C35 1.103
52 H -0.16 3.07 -3.57  C36 1.077
53 H 1.04 3.07 -4.89  C36 1.091
54 H 2.36 4.88 -4.88  C38 1.097
55 H 2.50 5.85 -3.29  C38 1.131
56 H 0.94 5.41 -3.98  C38 1.084
57 H 1.39 3.02 -1.17  C39 1.068
58 H 0.78 4.60 -1.52  C39 1.086
59 H 2.57 4.30 -1.24  C39 1.078
60 H 4.64 4.45 -3.32  O41 0.981
61 C 4.01 1.79 3.93  C62 1.536, H72 1.101, H73 1.064, H74 1.097
62 C 3.50 2.04 2.51  C61 1.536, C63 1.513, C64 1.537, N70 1.495
63 C 3.68 0.74 1.76  C62 1.513, H75 1.125, H76 1.066, H77 1.098
64 C 1.99 2.28 2.57  C62 1.537, C65 1.482, H78 1.101, H79 1.088
65 C 1.73 3.63 3.13  C64 1.482, C66 1.510, H80 1.097, H81 1.058
66 C 2.38 4.73 2.33  C65 1.510, C67 1.448, H82 1.093, H83 1.078
67 C 3.81 4.55 2.17  C66 1.448, C68 1.479, C69 1.528, N70 1.508
68 C 4.29 5.41 1.06  C67 1.479, H84 1.049, H85 1.107, H86 1.107
69 C 4.66 4.90 3.39  C67 1.528, H87 1.080, H88 1.116, H89 1.091
70 N 4.09 3.15 1.70  C62 1.495, C67 1.508, O71 1.452
71 O 5.53 2.95 1.70  N70 1.452, H90 0.957
72 H 5.00 1.31 3.90  C61 1.101
73 H 4.05 2.68 4.53  C61 1.064
74 H 3.32 1.06 4.36  C61 1.097
75 H 4.75 0.38 1.84  C63 1.125
76 H 3.06 -0.05 2.11  C63 1.066
77 H 3.52 0.91 0.69  C63 1.098
78 H 1.52 2.19 1.57  C64 1.101
79 H 1.44 1.53 3.13  C64 1.088
80 H 0.66 3.86 3.07  C65 1.097
81 H 1.97 3.74 4.15  C65 1.058
82 H 2.25 5.60 2.99  C66 1.093
83 H 1.94 4.82 1.35  C66 1.078
84 H 5.33 5.29 0.97  C68 1.049
85 H 4.15 6.47 1.38  C68 1.107
86 H 3.70 5.15 0.16  C68 1.107
87 H 4.47 5.94 3.63  C69 1.080
88 H 5.74 4.70 3.20  C69 1.116
89 H 4.39 4.36 4.30  C69 1.091
90 H 5.72 2.64 0.81  O71 0.957
91 C -1.14 -2.51 0.29  C92 1.523, H95 1.092, H96 1.035, H97 1.091
92 C 0.35 -2.27 0.12  C91 1.523, C93 1.543, O94 1.442, H98 1.089
93 C 0.60 -1.65 -1.27  C92 1.543, H99 1.084, H100 1.071, H101 1.067
94 O 0.93 -1.43 1.14  C92 1.442, H102 0.955
95 H -1.71 -1.59 0.15  C91 1.092
96 H -1.38 -3.01 1.17  C91 1.035
97 H -1.42 -3.28 -0.43  C91 1.091
98 H 0.80 -3.26 0.16  C92 1.089
99 H 0.27 -2.23 -2.12  C93 1.084
100 H 1.66 -1.54 -1.39  C93 1.071
101 H 0.07 -0.73 -1.28  C93 1.067
102 H 0.95 -1.96 1.94  O94 0.955
103 O 0.06 -2.23 3.82  C104 1.394, H107 0.960
104 C -0.19 -0.92 4.24  O103 1.394, C105 1.500, H108 1.041, H109 1.106
105 C -1.65 -0.64 4.46  C104 1.500, O106 1.443, H110 1.104, H111 1.068
106 O -1.80 0.80 4.43  C105 1.443, H112 0.983
107 H 0.66 -2.68 4.41  O103 0.960
108 H 0.30 -0.73 5.13  C104 1.041
109 H 0.23 -0.25 3.47  C104 1.106
110 H -2.04 -0.99 5.43  C105 1.104
111 H -2.16 -1.12 3.66  C105 1.068
112 H -1.72 1.10 3.50  O106 0.983
113 O -0.41 -8.75 -1.40  C114 1.409, H117 0.988
114 C 0.24 -7.54 -1.09  O113 1.409, C115 1.504, H118 1.107, H119 1.067
115 C -0.77 -6.42 -1.07  C114 1.504, O116 1.407, H120 1.085, H121 1.095
116 O -1.51 -6.39 -2.27  C115 1.407, H122 0.953
117 H 0.29 -9.44 -1.40  O113 0.988
118 H 0.75 -7.61 -0.12  C114 1.107
119 H 0.97 -7.31 -1.84  C114 1.067
120 H -0.23 -5.49 -0.98  C115 1.085
121 H -1.47 -6.47 -0.23  C115 1.095
122 H -0.87 -6.33 -2.98  O116 0.953
123 O -0.51 -2.10 -5.14  C124 1.453, H127 1.002
124 C -1.85 -1.99 -4.61  O123 1.453, C125 1.572, H128 1.112, H129 1.056
125 C -2.37 -3.34 -3.98  C124 1.572, O126 1.415, H130 1.103, H131 1.112
126 O -1.51 -3.59 -2.88  C125 1.415, H132 0.959
127 H 0.17 -2.25 -4.42  O123 1.002
128 H -1.89 -1.27 -3.76  C124 1.112
129 H -2.45 -1.59 -5.38  C124 1.056
130 H -2.16 -4.10 -4.75  C125 1.103
131 H -3.44 -3.25 -3.72  C125 1.112
132 H -1.85 -4.36 -2.43  O126 0.959
133 O -1.07 0.83 1.66  C134 1.424, H137 0.972
134 C -1.12 1.42 0.37  O133 1.424, C135 1.544, H138 1.101, H139 1.104
135 C -1.41 2.92 0.53  C134 1.544, O136 1.436, H140 1.093, H141 1.102
136 O -1.78 3.45 -0.76  C135 1.436, H142 0.970
137 H -0.51 0.05 1.53  O133 0.972
138 H -0.12 1.38 -0.10  C134 1.101
139 H -1.80 0.95 -0.37  C134 1.104
140 H -0.43 3.32 0.81  C135 1.093
141 H -2.16 3.06 1.33  C135 1.102
142 H -1.49 4.38 -0.78  O136 0.970
143 O 1.94 -2.81 -3.95  C144 1.452, H147 0.967
144 C 2.38 -3.86 -4.85  O143 1.452, C145 1.515, H148 1.060, H149 1.080
145 C 2.04 -5.23 -4.29  C144 1.515, O146 1.424, H150 1.142, H151 1.093
146 O 0.66 -5.38 -3.98  C145 1.424, H152 0.972
147 H 2.58 -2.80 -3.22  O143 0.967
148 H 1.80 -3.63 -5.71  C144 1.060
149 H 3.45 -3.84 -4.98  C144 1.080
150 H 2.64 -5.40 -3.33  C145 1.142
151 H 2.29 -5.93 -5.08  C145 1.093
152 H 0.43 -4.52 -3.57  O146 0.972
153 O 4.06 -3.85 -1.97  C154 1.442, H157 0.960
154 C 4.32 -3.26 -0.68  O153 1.442, C155 1.535, H158 1.109, H159 1.107
155 C 5.49 -2.27 -0.53  C154 1.535, O156 1.483, H160 1.079, H161 1.107
156 O 6.74 -3.04 -0.73  C155 1.483, H162 0.967
157 H 4.70 -4.49 -2.29  O153 0.960
158 H 3.41 -2.68 -0.40  C154 1.109
159 H 4.50 -4.01 0.11  C154 1.107
160 H 5.48 -1.70 0.38  C155 1.079
161 H 5.45 -1.56 -1.38  C155 1.107
162 H 7.17 -3.16 0.13  O156 0.967

Here is a 13-piece molecular cluster, C42H102BN12O17PSi overall from the Open Molecules 2025 dataset. Energies are from wB97M-V/def2-TZVPD.

Properties
- HOMO level: -8.5354 eV
- LUMO level: 0.17 eV
- DFT total energy: -115744.203 eV

Each atom is followed by the atoms it is bonded to, with distances in Å.
Positions of all 176 atoms, in Å:
1 C -3.37 0.06 -1.35  C2 1.511, H15 1.058, H16 1.065, H17 1.062
2 C -2.89 -1.09 -2.22  C1 1.511, O3 1.413, H18 1.069, H19 1.063
3 O -1.80 -1.67 -1.54  C2 1.413, P4 1.603
4 P -1.37 -3.11 -2.10  O3 1.603, O5 1.444, C6 1.823, O12 1.621
5 O -2.45 -3.89 -2.65  P4 1.444
6 C -0.64 -4.00 -0.69  P4 1.823, C7 1.542, H20 1.069, H21 1.055
7 C -1.29 -3.69 0.67  C6 1.542, Si8 1.899, H22 1.057, H23 1.071
8 Si -0.02 -3.11 1.97  C7 1.899, B9 1.988, H24 1.478, H25 1.478
9 B 0.09 -1.13 1.88  Si8 1.988, O10 1.366, O11 1.349
10 O -1.07 -0.41 1.95  B9 1.366, H26 0.944
11 O 1.28 -0.52 1.74  B9 1.349, H27 0.941
12 O -0.20 -2.94 -3.20  P4 1.621, C13 1.435
13 C 0.67 -1.82 -3.00  O12 1.435, C14 1.511, H28 1.065, H29 1.068
14 C 0.29 -0.83 -4.08  C13 1.511, H30 1.064, H31 1.056, H32 1.060
15 H -3.77 0.85 -1.92  C1 1.058
16 H -4.02 -0.34 -0.61  C1 1.065
17 H -2.49 0.40 -0.86  C1 1.062
18 H -2.58 -0.67 -3.16  C2 1.069
19 H -3.67 -1.77 -2.45  C2 1.063
20 H 0.38 -3.69 -0.64  C6 1.069
21 H -0.73 -5.04 -0.85  C6 1.055
22 H -1.76 -4.56 1.05  C7 1.057
23 H -2.04 -2.93 0.64  C7 1.071
24 H 1.27 -3.78 1.73  Si8 1.478
25 H -0.57 -3.45 3.30  Si8 1.478
26 H -0.84 0.49 2.13  O10 0.944
27 H 1.14 0.41 1.79  O11 0.941
28 H 1.68 -2.13 -3.15  C13 1.065
29 H 0.65 -1.39 -2.03  C13 1.068
30 H 0.01 -1.40 -4.93  C14 1.064
31 H -0.47 -0.16 -3.79  C14 1.056
32 H 1.12 -0.24 -4.39  C14 1.060
33 C -1.07 -6.46 3.12  O34 1.213, N35 1.325, H38 1.101
34 O -2.03 -5.71 3.04  C33 1.213
35 N -1.12 -7.77 3.00  C33 1.325, C36 1.452, C37 1.450
36 C 0.07 -8.60 3.10  N35 1.452, H39 1.089, H40 1.088, H41 1.087
37 C -2.41 -8.40 2.75  N35 1.450, H42 1.091, H43 1.091, H44 1.082
38 H -0.06 -6.08 3.31  C33 1.101
39 H 0.21 -9.15 2.17  C36 1.089
40 H -0.05 -9.31 3.92  C36 1.088
41 H 0.94 -7.99 3.28  C36 1.087
42 H -2.83 -8.02 1.82  C37 1.091
43 H -3.09 -8.17 3.57  C37 1.091
44 H -2.28 -9.47 2.67  C37 1.082
45 C 2.68 4.83 2.16  O46 1.219, N47 1.325, H50 1.100
46 O 2.05 3.90 2.64  C45 1.219
47 N 3.81 4.73 1.48  C45 1.325, C48 1.445, C49 1.452
48 C 4.49 5.87 0.93  N47 1.445, H51 1.083, H52 1.091, H53 1.084
49 C 4.39 3.41 1.27  N47 1.452, H54 1.086, H55 1.089, H56 1.085
50 H 2.33 5.87 2.26  C45 1.100
51 H 4.55 5.75 -0.14  C48 1.083
52 H 5.49 5.94 1.35  C48 1.091
53 H 3.95 6.79 1.15  C48 1.084
54 H 3.69 2.78 0.74  C49 1.086
55 H 4.61 2.95 2.23  C49 1.089
56 H 5.31 3.51 0.70  C49 1.085
57 C -6.49 -2.81 4.53  O58 1.214, N59 1.327, H62 1.102
58 O -7.26 -3.71 4.78  C57 1.214
59 N -5.34 -2.95 3.89  C57 1.327, C60 1.452, C61 1.457
60 C -4.46 -1.82 3.62  N59 1.452, H63 1.091, H64 1.091, H65 1.087
61 C -4.94 -4.27 3.43  N59 1.457, H66 1.090, H67 1.089, H68 1.083
62 H -6.70 -1.77 4.83  C57 1.102
63 H -4.32 -1.71 2.55  C60 1.091
64 H -3.49 -1.99 4.10  C60 1.091
65 H -4.89 -0.90 4.02  C60 1.087
66 H -5.68 -4.67 2.75  C61 1.090
67 H -4.86 -4.94 4.29  C61 1.089
68 H -3.98 -4.22 2.94  C61 1.083
69 C 2.20 -6.39 0.44  O70 1.207, N71 1.333, H74 1.102
70 O 1.01 -6.56 0.44  C69 1.207
71 N 2.96 -6.31 -0.65  C69 1.333, C72 1.450, C73 1.457
72 C 4.40 -6.10 -0.58  N71 1.450, H75 1.091, H76 1.091, H77 1.086
73 C 2.33 -6.42 -1.95  N71 1.457, H78 1.090, H79 1.090, H80 1.085
74 H 2.78 -6.29 1.38  C69 1.102
75 H 4.66 -5.18 -1.09  C72 1.091
76 H 4.91 -6.94 -1.05  C72 1.091
77 H 4.72 -6.03 0.46  C72 1.086
78 H 1.58 -5.64 -2.07  C73 1.090
79 H 1.83 -7.39 -2.03  C73 1.090
80 H 3.07 -6.34 -2.74  C73 1.085
81 C 1.92 6.26 -2.07  O82 1.213, N83 1.337, H86 1.102
82 O 2.59 6.71 -1.16  C81 1.213
83 N 1.05 5.25 -1.96  C81 1.337, C84 1.453, C85 1.453
84 C 0.29 4.79 -3.11  N83 1.453, H87 1.093, H88 1.088, H89 1.087
85 C 0.86 4.61 -0.67  N83 1.453, H90 1.090, H91 1.090, H92 1.086
86 H 1.98 6.68 -3.09  C81 1.102
87 H -0.78 4.91 -2.91  C84 1.093
88 H 0.50 3.74 -3.30  C84 1.088
89 H 0.55 5.37 -3.99  C84 1.087
90 H 0.52 5.35 0.06  C85 1.090
91 H 1.80 4.20 -0.32  C85 1.090
92 H 0.12 3.82 -0.76  C85 1.086
93 C -0.60 2.09 -5.94  O94 1.207, N95 1.333, H98 1.102
94 O -0.10 1.98 -4.85  C93 1.207
95 N -1.86 2.47 -6.16  C93 1.333, C96 1.450, C97 1.459
96 C -2.41 2.59 -7.50  N95 1.450, H99 1.091, H100 1.091, H101 1.086
97 C -2.70 2.77 -5.01  N95 1.459, H102 1.089, H103 1.090, H104 1.084
98 H -0.04 1.89 -6.87  C93 1.102
99 H -2.74 3.61 -7.67  C96 1.091
100 H -3.26 1.91 -7.60  C96 1.091
101 H -1.66 2.33 -8.24  C96 1.086
102 H -2.26 3.58 -4.43  C97 1.089
103 H -2.78 1.89 -4.37  C97 1.090
104 H -3.69 3.06 -5.34  C97 1.084
105 C -3.81 3.84 -0.25  O106 1.208, N107 1.333, H110 1.102
106 O -3.33 3.31 -1.22  C105 1.208
107 N -5.08 4.22 -0.13  C105 1.333, C108 1.451, C109 1.454
108 C -5.59 4.85 1.08  N107 1.451, H111 1.091, H112 1.091, H113 1.086
109 C -5.98 3.98 -1.24  N107 1.454, H114 1.090, H115 1.090, H116 1.084
110 H -3.21 4.06 0.65  C105 1.102
111 H -6.39 4.24 1.50  C108 1.091
112 H -5.98 5.84 0.83  C108 1.091
113 H -4.79 4.95 1.81  C108 1.086
114 H -6.03 2.92 -1.47  C109 1.090
115 H -5.62 4.51 -2.13  C109 1.090
116 H -6.98 4.34 -1.00  C109 1.084
117 C 7.09 6.80 -2.15  O118 1.212, N119 1.327, H122 1.102
118 O 6.77 6.95 -0.99  C117 1.212
119 N 6.51 7.43 -3.17  C117 1.327, C120 1.456, C121 1.455
120 C 6.94 7.22 -4.55  N119 1.456, H123 1.084, H124 1.092, H125 1.089
121 C 5.43 8.36 -2.90  N119 1.455, H126 1.090, H127 1.092, H128 1.085
122 H 7.89 6.12 -2.46  C117 1.102
123 H 7.27 8.17 -4.97  C120 1.084
124 H 6.09 6.85 -5.13  C120 1.092
125 H 7.75 6.51 -4.59  C120 1.089
126 H 5.78 9.16 -2.24  C121 1.090
127 H 4.61 7.84 -2.39  C121 1.092
128 H 5.07 8.79 -3.82  C121 1.085
129 C -10.22 -5.96 8.25  O130 1.210, N131 1.331, H134 1.102
130 O -10.98 -6.87 8.50  C129 1.210
131 N -9.06 -6.09 7.60  C129 1.331, C132 1.458, C133 1.451
132 C -8.19 -4.95 7.34  N131 1.458, H135 1.092, H136 1.094, H137 1.087
133 C -8.66 -7.41 7.15  N131 1.451, H138 1.090, H139 1.091, H140 1.085
134 H -10.43 -4.92 8.55  C129 1.102
135 H -8.04 -4.83 6.26  C132 1.092
136 H -7.21 -5.13 7.81  C132 1.094
137 H -8.62 -4.04 7.74  C132 1.087
138 H -9.41 -7.80 6.47  C133 1.090
139 H -8.58 -8.08 8.00  C133 1.091
140 H -7.71 -7.35 6.64  C133 1.085
141 C 7.83 7.70 4.56  O142 1.206, N143 1.335, H146 1.102
142 O 7.50 7.85 5.71  C141 1.206
143 N 7.26 8.32 3.52  C141 1.335, C144 1.454, C145 1.452
144 C 7.71 8.10 2.15  N143 1.454, H147 1.092, H148 1.088, H149 1.086
145 C 6.18 9.25 3.77  N143 1.452, H150 1.090, H151 1.090, H152 1.085
146 H 8.64 7.02 4.26  C141 1.102
147 H 8.05 9.04 1.72  C144 1.092
148 H 6.88 7.72 1.56  C144 1.088
149 H 8.52 7.38 2.12  C144 1.086
150 H 6.52 10.05 4.43  C145 1.090
151 H 5.36 8.73 4.27  C145 1.090
152 H 5.83 9.68 2.83  C145 1.085
153 C -1.94 -12.11 3.39  O154 1.208, N155 1.333, H158 1.102
154 O -0.80 -11.70 3.36  C153 1.208
155 N -2.46 -12.84 4.38  C153 1.333, C156 1.451, C157 1.454
156 C -3.83 -13.30 4.36  N155 1.451, H159 1.091, H160 1.091, H161 1.086
157 C -1.61 -13.17 5.52  N155 1.454, H162 1.090, H163 1.089, H164 1.084
158 H -2.66 -11.92 2.58  C153 1.102
159 H -4.37 -12.90 5.22  C156 1.091
160 H -3.85 -14.39 4.40  C156 1.091
161 H -4.33 -12.98 3.45  C156 1.086
162 H -1.26 -12.25 5.99  C157 1.090
163 H -0.74 -13.73 5.18  C157 1.089
164 H -2.17 -13.76 6.24  C157 1.084
165 C 6.62 9.42 -7.82  O166 1.210, N167 1.332, H170 1.101
166 O 6.88 9.13 -6.67  C165 1.210
167 N 5.98 8.62 -8.68  C165 1.332, C168 1.451, C169 1.454
168 C 5.70 9.03 -10.04  N167 1.451, H171 1.091, H172 1.091, H173 1.086
169 C 5.56 7.31 -8.23  N167 1.454, H174 1.090, H175 1.090, H176 1.084
170 H 6.90 10.39 -8.25  C165 1.101
171 H 4.63 9.02 -10.21  C168 1.091
172 H 6.18 8.34 -10.74  C168 1.091
173 H 6.08 10.04 -10.22  C168 1.086
174 H 4.88 7.41 -7.38  C169 1.090
175 H 6.43 6.73 -7.90  C169 1.090
176 H 5.06 6.78 -9.03  C169 1.084